(1)
ORCA calculation (wB97M-V/def2-TZVPD) on a molecular structure, C3H4Cl4Si in a non-equilibrium geometry.

E_tot (hartree): -2247.04995
F_max (eV/Å): 5.2
HOMO-LUMO gap (hartree): 0.319

Structure (ORCA input):
```
! wB97M-V def2-TZVPD RIJCOSX def2/J DEFGRID3
* xyz 0 1
C 2.14198 -0.35320 -0.38345
C 1.06009 0.49704 -0.55862
C 0.12680 0.65222 0.48778
Si -1.97376 -0.51083 0.14497
Cl -0.45546 2.36869 0.66768
Cl -1.57840 -2.36198 -0.55886
Cl -2.84893 0.85730 -1.12410
Cl -2.82076 -0.64221 1.94252
H 2.71113 -0.97060 -1.11376
H 2.22977 -0.85537 0.56281
H 0.99671 0.98445 -1.60162
H 0.41084 0.33450 1.53466
*
```

natural (NBO) population analysis, charges in e, atoms 1 to 4:
1 C -0.38
2 C -0.27
3 C -0.44
4 Si 1.29

(2)
ORCA calculation (wB97M-V/def2-TZVPD) on C3H4ClF in the gas phase in a non-equilibrium geometry.

E_tot (hartree): -676.72492
F_max (eV/Å): 2.5
SMILES: C/C(Cl)=C\F
HOMO-LUMO gap (hartree): 0.387

Structure (ORCA input):
```
! wB97M-V def2-TZVPD RIJCOSX def2/J DEFGRID3
* xyz 0 1
C -0.99882 -0.14706 0.64664
C 0.37071 -0.40919 0.05168
C 0.93990 0.34266 -0.86061
H -1.75438 -0.91623 0.44579
H -0.96509 0.22329 1.65767
H -1.38255 0.60903 -0.02123
H 1.93922 0.38088 -1.23787
F 0.15954 1.29158 -1.49010
Cl 1.69146 -1.37496 0.80802
*
```

natural (NBO) population analysis, charges in e, atoms 1 to 4:
1 C -0.66
2 C -0.06
3 C 0.20
4 H 0.23

(3)
ORCA calculation (wB97M-V/def2-TZVPD) on C3H4ClF2N in the gas phase in a non-equilibrium geometry.

E_tot (hartree): -831.22040
F_max (eV/Å): 3.5
HOMO-LUMO gap (spin up / spin down) (hartree): 0.316 / 0.284

Structure (ORCA input):
```
! wB97M-V def2-TZVPD RIJCOSX def2/J DEFGRID3
* xyz 0 1
C 0.07058 0.94462 -0.52517
C -0.45455 -1.00361 0.96264
C 1.44553 0.44704 -0.45016
N -0.81459 0.00356 0.30440
F 1.66319 -0.80725 -0.93036
F 2.18125 0.62663 0.70348
Cl -2.71610 -0.08214 -0.47875
H -0.08865 1.98738 -0.22956
H -0.38656 0.70889 -1.46730
H -1.37661 -1.44051 1.26325
H 0.47651 -1.38460 0.84754
*
```

natural (NBO) population analysis, charges in e, atoms 1 to 4:
1 C -0.39
2 C -0.06
3 C 0.69
4 N -0.24

(4)
ORCA calculation (wB97M-V/def2-TZVPD) on C3H4ClFN2 in the gas phase in a non-equilibrium geometry.

E_tot (hartree): -786.16992
F_max (eV/Å): 5.0
SMILES: N/N=C\C=C(/F)Cl
HOMO-LUMO gap (hartree): 0.351

Structure (ORCA input):
```
! wB97M-V def2-TZVPD RIJCOSX def2/J DEFGRID3
* xyz 0 1
C -0.76282 -0.78077 -0.56521
C -1.02316 0.43413 0.16387
C -0.23776 1.52423 0.04665
H 1.57721 -0.46891 1.09085
H 1.94478 -1.92988 0.11932
H -1.46026 -1.30934 -1.10842
H -1.86291 0.54038 0.71957
N 1.45868 -1.08672 0.04330
N 0.28847 -1.45699 -0.45531
F 0.93187 1.46982 -0.52728
Cl -0.85409 3.06405 0.47266
*
```

natural (NBO) population analysis, charges in e, atoms 1 to 4:
1 C -0.04
2 C -0.37
3 C 0.37
4 H 0.32

(5)
ORCA calculation (wB97M-V/def2-TZVPD) on 2 unconnected molecules or ions with the total composition C3H4ClFO in a non-equilibrium geometry.

E_tot (hartree): -751.87508
F_max (eV/Å): 3.5
HOMO-LUMO gap (spin up / spin down) (hartree): 0.321 / 0.290

Structure (ORCA input):
```
! wB97M-V def2-TZVPD RIJCOSX def2/J DEFGRID3
* xyz 0 1
C 1.31111 -2.25796 -1.41336
C 0.01177 -0.11913 -0.99714
C -0.54292 -0.39412 0.31439
O 1.41428 -3.10126 -0.59144
F -1.89976 -0.71055 0.18396
Cl 2.22427 -2.20316 -2.86780
H 1.05398 0.29427 -0.94487
H -0.54823 -0.12583 -1.90429
H -0.01164 -1.33421 0.56539
H -0.68603 0.45864 0.99243
*
```

natural (NBO) population analysis, charges in e, atoms 1 to 4:
1 C 0.42
2 C -0.31
3 C -0.07
4 O -0.51

(6)
ORCA calculation (wB97M-V/def2-TZVPD) on C3H4ClFS in the gas phase in a non-equilibrium geometry.

E_tot (hartree): -1074.85446
F_max (eV/Å): 5.9
SMILES: C[C@](F)(Cl)C=S
HOMO-LUMO gap (hartree): 0.295

Structure (ORCA input):
```
! wB97M-V def2-TZVPD RIJCOSX def2/J DEFGRID3
* xyz 0 1
C -0.36733 -0.23811 -1.09646
C -0.25470 0.26073 0.18203
C 0.71561 -0.22247 1.18135
H 0.59529 -0.43674 -1.48981
H -0.67595 0.66487 -1.74476
H -0.97442 -1.26131 -1.16661
H 0.81755 0.65217 2.15842
F -1.60084 0.23290 0.60511
S 1.59776 -1.73020 1.09471
Cl 0.14703 2.07815 0.27601
*
```

natural (NBO) population analysis, charges in e, atoms 1 to 4:
1 C -0.70
2 C 0.29
3 C -0.28
4 H 0.24

(7)
ORCA calculation (wB97M-V/def2-TZVPD) on 4 unconnected molecules or ions with the total composition C3H4ClN in a non-equilibrium geometry.

E_tot (hartree): -631.49855
F_max (eV/Å): 6.0
HOMO-LUMO gap (hartree): 0.394

Structure (ORCA input):
```
! wB97M-V def2-TZVPD RIJCOSX def2/J DEFGRID3
* xyz 0 1
C -0.91225 -0.74786 1.22751
C -1.01402 -0.81537 0.00558
C -1.16933 -0.65833 -1.29369
N -1.01303 -0.37762 -2.42770
Cl 2.31599 -0.20775 1.51758
H -0.56012 -0.37930 2.11053
H 0.02679 0.98396 -0.89335
H 0.01469 1.82467 -0.70380
H 2.31129 0.37760 0.45734
*
```

natural (NBO) population analysis, charges in e, atoms 1 to 4:
1 C -0.04
2 C -0.16
3 C 0.19
4 N -0.22

(8)
ORCA calculation (wB97M-V/def2-TZVPD) on 2 unconnected molecules or ions with the total composition C3H4ClN in a non-equilibrium geometry.

E_tot (hartree): -631.40417
F_max (eV/Å): 3.4
HOMO-LUMO gap (spin up / spin down) (hartree): 0.291 / 0.291

Structure (ORCA input):
```
! wB97M-V def2-TZVPD RIJCOSX def2/J DEFGRID3
* xyz 0 1
C 0.19842 -0.80929 2.64040
C 0.12044 -0.41698 1.50853
C -0.14356 0.78110 -0.68795
N 0.10757 0.14129 -1.82396
Cl -1.13244 -0.97752 -2.38770
H 0.04797 -1.04148 3.61710
H 0.75361 1.07349 -0.31930
H -1.06859 1.26124 -0.52283
H 1.11659 -0.01185 -2.02429
*
```

natural (NBO) population analysis, charges in e, atoms 1 to 4:
1 C -0.47
2 C -0.30
3 C 0.06
4 N -0.55

(9)
ORCA calculation (wB97M-V/def2-TZVPD) on C3H4ClN3O in the gas phase in a non-equilibrium geometry.

E_tot (hartree): -816.33177
F_max (eV/Å): 3.3
SMILES: CNc1nnoc1Cl
HOMO-LUMO gap (hartree): 0.334

Structure (ORCA input):
```
! wB97M-V def2-TZVPD RIJCOSX def2/J DEFGRID3
* xyz 0 1
C 1.70714 0.42067 0.23345
C -0.50323 -0.52601 -0.18228
C -1.33331 0.60006 -0.01041
H 1.42263 0.61944 1.25928
H 2.72838 -0.01462 0.12990
H 1.65038 1.36491 -0.35384
H 1.24070 -1.42929 -0.46927
N 0.81087 -0.54179 -0.39211
N -1.33782 -1.61942 -0.19253
N -2.51318 -1.25140 0.00597
O -2.56267 0.10343 0.16050
Cl -1.30989 2.27402 -0.18867
*
```

natural (NBO) population analysis, charges in e, atoms 1 to 4:
1 C -0.41
2 C 0.21
3 C 0.10
4 H 0.19

(10)
ORCA calculation (wB97M-V/def2-TZVPD) on C3H4ClN3S in the gas phase in a non-equilibrium geometry.

E_tot (hartree): -1139.14892
Expectation value of S²: 2.02
F_max (eV/Å): 6.1
HOMO-LUMO gap (spin up / spin down) (hartree): 0.266 / 0.240

Structure (ORCA input):
```
! wB97M-V def2-TZVPD RIJCOSX def2/J DEFGRID3
* xyz 0 3
C 0.03816 -0.05265 0.63686
C 0.07892 -0.74641 -0.61470
C 0.07177 1.43629 0.53096
N -1.21295 -0.51726 1.18768
N -0.96068 -1.58339 -0.68888
N -1.69062 -1.35456 0.40097
S 1.26758 -0.52515 -1.82029
Cl 1.69376 2.08736 0.36708
H 0.74568 -0.67921 1.24094
H -0.43978 1.86470 1.51177
H -0.46406 1.73364 -0.43317
H 0.87221 -1.66336 -2.31922
*
```

natural (NBO) population analysis, charges in e, atoms 1 to 4:
1 C -0.26
2 C -0.12
3 C -0.40
4 N -0.09

Q: The highest F_max belongs to which entry?
A: C3H4ClN3S